[1]
18
Properties=species:S:1:pos:R:3:nbo_charge:R:1 method="wB97M-V/def2-TZVPD" orbital_gap_ha="0.22949 / 0.28463" homo_ev="-6.84 / -9.89" spin_multiplicity=7
O 4.3925 0.3358 1.3255 -0.834
C 3.4944 -0.1218 0.5717 0.956
O 3.7148 -1.0039 -0.2959 -0.856
O 2.2748 0.4129 0.7088 -0.522
C 1.1541 -0.2863 0.1671 -0.075
O -1.1517 -0.6008 0.6095 -0.796
C -2.6897 0.4859 -1.4499 0.926
C -0.1244 0.3103 0.7434 -0.100
O -2.9770 1.3043 -0.5203 -0.703
O -3.1883 -0.6829 -1.3680 -0.701
Li 5.5480 -0.9488 0.4164 0.957
Ru -3.0937 -0.3632 0.7190 1.178
H 1.2149 -1.3541 0.4256 0.194
H 1.1488 -0.1964 -0.9288 0.174
H 0.0952 0.6186 1.7879 0.186
H -0.3651 1.2444 0.1961 0.171
O -2.4420 1.0190 -2.6655 -0.657
H -1.7940 0.4655 -3.1182 0.501


[2]
11
Properties=species:S:1:pos:R:3:nbo_charge:R:1 method="wB97M-V/def2-TZVPD" orbital_gap_ha=0.35884 homo_ev=-9.62 spin_multiplicity=1
C -0.8368 2.9058 -0.1506 -0.148
C -0.5130 1.7314 -0.0361 -0.085
C 1.0089 -1.7037 -0.2293 -0.267
C -0.4167 0.3473 0.3293 -0.114
O 0.6228 -0.5167 -0.7771 -0.559
I -2.3003 -0.5008 0.0183 0.183
H -0.9556 3.9802 -0.2986 0.253
H 2.0064 -2.1298 -0.5086 0.203
H 0.1583 -2.4852 -0.4228 0.161
H 1.1885 -1.6493 0.8766 0.149
H 0.0375 0.0207 1.1990 0.224


[3]
126
Properties=species:S:1:pos:R:3:mulliken_charge:R:1 method="wB97M-V/def2-TZVPD" orbital_gap_ha=0.25367 homo_ev=-7.50 spin_multiplicity=1
C 2.0535 -2.3097 -0.3418 -0.965
P 0.3184 -1.7197 0.1966 0.422
O -0.2927 -3.0239 1.2145 -0.590
C 0.3736 -0.1989 1.3504 -0.281
C 1.6035 0.8800 1.2455 -0.017
P 2.4803 1.1875 -0.4242 0.508
O 3.8437 0.3538 -0.5992 -0.710
N 0.8388 2.2053 1.4463 -0.140
C -0.6791 2.0806 1.4354 -0.049
O -1.6306 3.0206 1.6734 -0.616
C -1.0752 0.5265 1.0813 -0.094
P -2.0589 0.1324 -0.5148 -0.058
N -0.9995 0.5874 -1.9185 -0.361
O -3.5175 1.1072 -0.6055 -0.381
H 2.2937 -1.8648 -1.4117 0.169
H 2.9057 -2.1140 0.4421 0.328
H 1.9781 -3.4852 -0.4917 0.382
H 0.1498 -3.8553 0.8322 0.274
H 0.4499 -0.5959 2.4506 0.432
H 2.3214 0.7265 2.1578 0.417
H 1.6236 1.0661 -1.5887 0.015
H 2.9089 2.5928 -0.4029 -0.048
H 1.1677 2.6979 2.3115 0.260
H -1.8398 0.1990 1.9197 0.383
H -1.6381 0.9533 -2.6762 0.233
H -0.6819 -0.3584 -2.2887 0.198
H -4.2921 0.5837 -0.2087 0.320
O 3.4635 4.7759 0.2910 -0.554
H 3.3192 5.5828 0.8076 0.309
H 4.0409 5.0615 -0.4329 0.264
O -4.1568 5.1177 1.3724 -0.515
H -3.4023 4.5144 1.4481 0.270
H -4.1173 5.4281 0.4553 0.313
O -1.1850 -6.0868 1.7677 -0.764
H -1.1615 -5.2488 2.2536 0.294
H -2.1299 -6.2496 1.6272 0.339
O 1.5295 -6.3268 2.8272 -0.574
H 0.6022 -6.2658 2.5526 0.414
H 1.4919 -6.2677 3.7937 0.219
O -1.5013 3.8310 -1.8035 -0.516
H -0.7140 4.1304 -2.2823 0.320
H -1.3611 2.8784 -1.6946 0.125
O 0.3552 1.0976 -4.4635 -0.405
H 1.3233 1.0560 -4.4644 0.267
H 0.1451 1.6790 -5.2097 0.161
O -4.6902 4.9511 -2.4804 -0.626
H -3.7322 4.8293 -2.4015 0.301
H -5.0540 4.0722 -2.2956 0.323
O 0.4676 -6.1219 5.7462 -0.540
H -0.4596 -6.0609 5.4717 0.243
H 0.4300 -6.0627 6.7127 0.291
O -1.1126 6.6679 -0.4739 -0.615
H -1.5566 6.7802 0.3800 0.335
H -1.3929 5.7887 -0.7696 0.304
O -6.4352 2.7715 -0.9254 -0.575
H -5.9120 3.0407 -0.1556 0.305
H -7.0148 2.0747 -0.5825 0.279
O 0.6823 4.4695 -3.7880 -0.588
H 1.3881 5.0923 -3.5582 0.248
H 0.5853 4.5691 -4.7470 0.306
O 1.3409 -9.3189 4.4530 -0.642
H 1.1965 -8.5120 4.9697 0.343
H 1.9183 -9.0333 3.7291 0.335
O 3.3337 1.6446 -4.3905 -0.662
H 3.7828 2.4277 -4.7424 0.300
H 3.6391 1.5921 -3.4724 0.288
O 3.2705 -9.1110 6.6353 -0.604
H 2.6851 -9.7795 6.2489 0.302
H 3.0001 -9.0723 7.5650 0.319
O 0.5059 -4.5872 -1.9894 -0.512
H 0.5671 -4.2255 -2.8862 0.241
H 0.6827 -5.5328 -2.1057 0.286
O 5.9705 -6.8969 6.9543 -0.652
H 5.3851 -7.5654 6.5679 0.334
H 5.7001 -6.8582 7.8841 0.304
O -2.9674 -6.2907 -0.3675 -0.656
H -1.9994 -6.3323 -0.3684 0.341
H -3.1775 -5.7094 -1.1138 0.312
O 5.5399 -0.1937 -5.4097 -0.618
H 4.7858 0.3888 -5.2338 0.378
H 5.8300 0.0609 -6.2985 0.306
O 2.3059 4.6133 -6.0319 -0.585
H 2.3671 4.9750 -6.9287 0.301
H 2.4827 3.6677 -6.1482 0.290
O 0.4253 -2.0264 -4.6175 -0.566
H 0.8034 -1.1502 -4.4496 0.262
H 0.5270 -2.1460 -5.5737 0.345
O -6.8794 6.0717 0.3243 -0.615
H -6.1250 5.4684 0.4000 0.263
H -6.8400 6.3821 -0.5928 0.329
O -3.2554 8.1524 1.3385 -0.594
H -3.4685 8.6096 0.5113 0.299
H -4.1204 7.9102 1.7018 0.281
O 3.3872 -9.6456 9.6604 -0.657
H 4.3452 -9.7674 9.7394 0.322
H 3.0234 -10.5245 9.8453 0.336
O 0.7399 -0.7800 -7.5171 -0.648
H -0.0142 -0.1976 -7.3412 0.308
H 1.0300 -0.5255 -8.4059 0.301
O -4.3747 5.5286 4.5535 -0.658
H -3.9966 6.4048 4.7214 0.309
H -4.2730 5.4090 3.5972 0.340
O 3.3040 6.8322 2.3757 -0.653
H 3.8272 7.1014 3.1455 0.311
H 2.7244 6.1353 2.7186 0.319
O 1.2446 -12.1792 9.4841 -0.640
H 1.0315 -11.7220 8.6568 0.317
H 0.3796 -12.4214 9.8474 0.322
O -0.5554 -0.5375 -9.7826 -0.589
H -0.7685 -0.0803 -10.6098 0.297
H -1.4204 -0.7797 -9.4193 0.311
O 0.1253 -5.1937 -5.1258 -0.622
H 0.5034 -4.3176 -4.9579 0.302
H 0.2270 -5.3133 -6.0820 0.301
O 2.7872 -4.1343 5.1735 -0.603
H 3.7452 -4.2561 5.2524 0.326
H 2.4234 -5.0132 5.3584 0.291
O -6.5960 5.3978 -4.9479 -0.645
H -6.0728 5.6670 -4.1781 0.331
H -7.1756 4.7010 -4.6051 0.307
O 5.5718 6.4295 -1.7363 -0.611
H 6.5398 6.3879 -1.7372 0.307
H 5.3617 7.0109 -2.4825 0.307
O -5.5684 9.7137 2.2093 -0.566
H -5.5449 10.5516 2.6952 0.277
H -6.5133 9.5509 2.0688 0.308


[4]
42
Properties=species:S:1:pos:R:3:nbo_charge:R:1 method="wB97M-V/def2-TZVPD" orbital_gap_ha="0.23173 / 0.26838" homo_ev="-11.03 / -11.66" charge=+1 spin_multiplicity=4
Mn 0.3310 -0.8304 -0.1071 0.789
C -3.1997 -4.0474 -2.9595 -0.190
C -3.6696 -2.7414 -2.9094 -0.185
C -3.1468 -1.8444 -1.9904 -0.226
C -2.1507 -2.2773 -1.1312 0.161
C -1.6634 -3.5746 -1.1742 -0.249
C -2.2009 -4.4656 -2.0919 -0.191
N -1.5939 -1.3856 -0.1513 -0.260
N -2.4032 -0.8890 0.6529 -0.056
C -1.7759 -0.0708 1.5966 0.075
C -2.5550 0.4903 2.5987 -0.176
C -1.9272 1.2218 3.5929 -0.206
C -0.5465 1.3544 3.5719 -0.169
C 0.2199 0.7851 2.5540 -0.229
C -0.3783 0.0708 1.5245 -0.319
H -3.6154 -4.7411 -3.6770 0.232
H -4.4472 -2.4200 -3.5884 0.233
H -3.5034 -0.8250 -1.9309 0.237
H -0.8946 -3.8919 -0.4782 0.220
H -1.8447 -5.4863 -2.1224 0.232
H -3.6250 0.3338 2.5925 0.241
H -2.5054 1.6662 4.3905 0.233
H -0.0504 1.8965 4.3671 0.226
H 1.2966 0.8858 2.5969 0.215
S 0.0857 0.3931 -1.9725 -0.168
S -0.9862 -1.3492 -4.7277 -0.055
S 0.1934 -2.4566 -3.7027 0.152
S 1.3118 -1.1627 -2.3582 0.019
C 1.9506 3.5975 0.7004 -0.421
N 1.9710 2.2044 0.2618 -0.578
C 2.9196 1.3030 0.4765 0.390
S 2.6022 -0.3975 0.4451 -0.171
N 4.1808 1.6560 0.7406 -0.571
C 4.8574 2.8875 0.3342 -0.420
H 0.9405 3.8206 1.0381 0.231
H 2.2104 4.2858 -0.1010 0.217
H 2.6250 3.7393 1.5396 0.217
H 1.0745 1.8138 -0.0271 0.436
H 4.7813 0.8786 0.9768 0.424
H 4.9602 3.5900 1.1588 0.214
H 4.3219 3.3585 -0.4846 0.216
H 5.8493 2.6238 -0.0245 0.231


What did the first record say?
18
Properties=species:S:1:pos:R:3:nbo_charge:R:1 method="wB97M-V/def2-TZVPD" orbital_gap_ha="0.22949 / 0.28463" homo_ev="-6.84 / -9.89" spin_multiplicity=7
O 4.3925 0.3358 1.3255 -0.834
C 3.4944 -0.1218 0.5717 0.956
O 3.7148 -1.0039 -0.2959 -0.856
O 2.2748 0.4129 0.7088 -0.522
C 1.1541 -0.2863 0.1671 -0.075
O -1.1517 -0.6008 0.6095 -0.796
C -2.6897 0.4859 -1.4499 0.926
C -0.1244 0.3103 0.7434 -0.100
O -2.9770 1.3043 -0.5203 -0.703
O -3.1883 -0.6829 -1.3680 -0.701
Li 5.5480 -0.9488 0.4164 0.957
Ru -3.0937 -0.3632 0.7190 1.178
H 1.2149 -1.3541 0.4256 0.194
H 1.1488 -0.1964 -0.9288 0.174
H 0.0952 0.6186 1.7879 0.186
H -0.3651 1.2444 0.1961 0.171
O -2.4420 1.0190 -2.6655 -0.657
H -1.7940 0.4655 -3.1182 0.501